<i>
Entry from the Open Molecules 2025 dataset: a cluster of 2 separate species, C9H14 in total (wB97M-V/def2-TZVPD).

## Properties
SMILES   Cc1ccccc1.CC

The geometry in ORCA input format:
```
! RIJCOSX wB97M-V def2-TZVPD def2/J DEFGRID3
* xyz 0 1
C -2.7831 0.8961 1.2771
C -1.3609 0.4359 1.5541
C -1.0050 -0.5207 2.5162
C 0.2493 -1.1113 2.5766
C 1.3020 -0.4983 1.9011
C 1.0357 0.6027 1.1039
C -0.2926 0.8836 0.7776
H -3.0743 1.7418 1.8959
H -3.4921 0.0683 1.3818
H -2.7610 1.1494 0.2194
H -1.8357 -0.8842 3.1203
H 0.3776 -2.0023 3.1754
H 2.2911 -0.9500 1.9425
H 1.7287 1.3247 0.6960
H -0.4406 1.7062 0.0855
C 1.6215 -0.5321 -3.6363
C 0.8149 -0.1848 -2.3615
H 1.0774 -0.1787 -4.5195
H 2.6695 -0.2463 -3.5993
H 1.6931 -1.6035 -3.8642
H -0.2356 -0.2658 -2.6124
H 1.1572 0.8261 -2.1460
H 1.2629 -0.6570 -1.4842
*
```


<ii>
Entry from the Open Molecules 2025 dataset: the molecule C9H14 (wB97M-V/def2-TZVPD).

## Properties
SMILES   C=CC/C(C)=C\C=C/C

The geometry in ORCA input format:
```
! RIJCOSX wB97M-V def2-TZVPD def2/J DEFGRID3
* xyz 0 1
C 2.7189 1.7924 -0.0708
C 1.4596 1.4802 -0.4707
C 0.3619 0.6349 0.2780
C 0.5635 -0.7940 -0.5419
C 1.8550 -1.4137 -0.0380
C -0.4652 -1.3469 -1.1282
C -1.7795 -0.6541 -1.1555
C -2.5961 -0.1508 -0.1821
C -2.4458 0.1366 1.2751
H 3.2079 1.5676 1.0232
H 3.5477 2.1557 -0.4605
H 1.3593 1.6054 -1.6458
H -0.7463 1.1908 0.2714
H 0.5195 0.4129 1.4578
H 1.9180 -2.3584 -0.5568
H 2.9693 -0.7200 -0.0291
H 1.3912 -1.6383 1.1766
H -0.6241 -2.3989 -1.5504
H -2.5073 -0.8165 -2.0983
H -3.4978 0.3115 -0.3969
H -2.2163 1.2618 1.1303
H -1.5277 -0.3291 1.9543
H -3.4658 0.0709 1.7583
*
```


<iii>
Entry from the Open Molecules 2025 dataset: a cluster of 2 separate species, C9H14 in total (wB97M-V/def2-TZVPD).

## Properties
SMILES   Cc1ccccc1.CC

The geometry in ORCA input format:
```
! RIJCOSX wB97M-V def2-TZVPD def2/J DEFGRID3
* xyz 0 1
C 0.9095 2.7887 -2.6357
C 0.4306 1.5210 -1.9585
C 1.2218 0.9374 -0.9845
C 0.8055 -0.1722 -0.2640
C -0.4208 -0.7223 -0.5407
C -1.2759 -0.0973 -1.4646
C -0.8704 1.0236 -2.1561
H 1.1578 3.4783 -1.8309
H 0.0869 3.1725 -3.2477
H 1.6912 2.7018 -3.3867
H 2.1662 1.4207 -0.7514
H 1.5246 -0.8105 0.2392
H -0.8384 -1.6166 -0.0966
H -2.2855 -0.4592 -1.6162
H -1.5424 1.6243 -2.7518
C -0.8009 -1.2750 3.1393
C 0.1464 -2.3981 2.6882
H -0.7359 -0.3072 2.6520
H -1.8388 -1.6034 3.0386
H -0.6925 -1.1113 4.2084
H 0.9468 -2.6623 3.3809
H 0.6776 -2.1403 1.7747
H -0.4634 -3.2927 2.5640
*
```


The structure with the greatest stability is <iii>.


<i>
Entry from the Open Molecules 2025 dataset: a cluster of 2 separate species, C9H14 in total (wB97M-V/def2-TZVPD).

## Properties
SMILES   Cc1ccccc1.CC

The geometry in ORCA input format:
```
! RIJCOSX wB97M-V def2-TZVPD def2/J DEFGRID3
* xyz 0 1
C 0.9999 -2.3553 -0.7352
C 0.4372 -0.9990 -0.7435
C 1.0249 0.1424 -1.1215
C 0.2943 1.4080 -1.1713
C -1.0690 1.3698 -1.0440
C -1.7119 0.1516 -0.7476
C -0.9542 -0.9767 -0.4741
H 0.3580 -3.2006 -0.2131
H 2.0229 -2.3379 -0.2103
H 1.0873 -2.8106 -1.7886
H 2.1488 0.1450 -0.9064
H 0.8888 2.2571 -1.2287
H -1.5434 2.2786 -1.3924
H -2.8260 0.0830 -0.6072
H -1.3948 -1.9262 -0.1784
C 0.5238 -0.0087 2.5215
C 0.0456 1.4334 2.2216
H -0.2229 -0.7535 2.2968
H 1.4448 -0.2973 1.8803
H 0.7854 -0.1629 3.6099
H 0.7315 2.0540 1.6351
H -0.1568 2.0298 3.2246
H -0.8671 1.6486 1.6425
*
```


<ii>
Entry from the Open Molecules 2025 dataset: a cluster of 2 separate species, C9H14 in total (wB97M-V/def2-TZVPD).

## Properties
SMILES   Cc1ccccc1.CC

The geometry in ORCA input format:
```
! RIJCOSX wB97M-V def2-TZVPD def2/J DEFGRID3
* xyz 0 1
C -0.0870 0.9704 3.2455
C 0.1366 1.3218 1.7857
C -0.3855 2.5129 1.2555
C -0.2597 2.7697 -0.0903
C 0.3747 1.8231 -0.8916
C 0.6644 0.5022 -0.4223
C 0.5752 0.3065 0.9547
H 0.8354 0.9011 3.8543
H -0.2987 -0.2179 3.3447
H -0.9647 1.6067 3.7808
H -0.8830 3.3118 1.7768
H -0.6061 3.7510 -0.4463
H 0.4585 1.9113 -1.8477
H 0.9509 -0.2569 -1.1333
H 0.7861 -0.6734 1.5393
C 0.0472 -3.1947 -1.7388
C -0.4104 -1.9301 -2.4726
H -0.7297 -3.7650 -1.2991
H 0.6901 -3.8336 -2.2557
H 0.7050 -2.9980 -0.8165
H -0.7063 -1.0947 -1.8035
H 0.3670 -1.4943 -3.1291
H -1.2601 -2.2296 -3.1908
*
```


<iii>
Entry from the Open Molecules 2025 dataset: a cluster of 2 separate species, C9H14 in total (wB97M-V/def2-TZVPD).

## Properties
SMILES   Cc1ccccc1.CC

The geometry in ORCA input format:
```
! RIJCOSX wB97M-V def2-TZVPD def2/J DEFGRID3
* xyz 0 1
C 1.4828 1.9484 0.3667
C 1.5419 0.6105 -0.2583
C 0.6817 -0.3674 0.2927
C 0.7610 -1.5885 -0.3609
C 1.5851 -1.9155 -1.4886
C 2.1742 -0.8135 -2.0927
C 2.2900 0.4080 -1.3919
H 0.5064 2.4500 0.1994
H 2.2774 2.6114 -0.0674
H 1.5628 2.1507 1.4645
H 0.1762 -0.4444 1.2195
H 0.2401 -2.4529 0.0520
H 1.4318 -2.9456 -1.7955
H 2.5245 -1.1170 -3.0732
H 2.8937 1.2682 -1.6859
C -2.7154 0.6688 1.4007
C -2.8152 -0.6551 0.6600
H -2.0341 0.7912 2.2587
H -2.4791 1.5138 0.7300
H -3.6651 1.0184 1.9341
H -3.8209 -1.0234 0.6318
H -2.3780 -1.5135 1.2530
H -2.2220 -0.6027 -0.2486
*
```


The structure with the greatest stability is <iii>.


<i>
Entry from the Open Molecules 2025 dataset: a cluster of 2 separate species, C9H14 in total (wB97M-V/def2-TZVPD).

## Properties
SMILES   Cc1ccccc1.CC

The geometry in ORCA input format:
```
! RIJCOSX wB97M-V def2-TZVPD def2/J DEFGRID3
* xyz 0 1
C -2.1888 -1.9056 -0.2661
C -1.8594 -0.6347 0.6329
C -2.2153 -0.6541 2.0007
C -1.9988 0.5253 2.5658
C -1.2346 1.5822 2.0748
C -0.8932 1.5614 0.7344
C -1.5624 0.5903 -0.0151
H -1.5666 -2.2782 -0.9708
H -3.0817 -1.5424 -0.7805
H -2.5630 -2.8001 0.4223
H -2.3411 -1.6987 2.4310
H -2.3948 0.6108 3.6288
H -0.8571 2.3747 2.7200
H -0.2669 2.3767 0.2767
H -1.7014 0.5901 -1.1718
C 3.5764 0.6381 -1.2324
C 2.9869 -0.3043 -2.3667
H 4.5154 0.2202 -0.9093
H 3.8569 1.6166 -1.5788
H 2.9270 0.8746 -0.2294
H 3.8483 -0.8374 -2.7187
H 2.3900 -1.1757 -2.0025
H 2.6241 0.2702 -3.2454
*
```


<ii>
Entry from the Open Molecules 2025 dataset: a cluster of 2 separate species, C9H14 in total (wB97M-V/def2-TZVPD).

## Properties
SMILES   Cc1ccccc1.CC

The geometry in ORCA input format:
```
! RIJCOSX wB97M-V def2-TZVPD def2/J DEFGRID3
* xyz 0 1
C -1.0714 -2.8893 0.8610
C -0.7000 -1.7741 -0.0893
C -0.0511 -0.6656 0.4329
C 0.2957 0.3650 -0.4452
C -0.0800 0.3577 -1.7762
C -0.7721 -0.7555 -2.2636
C -1.0247 -1.8621 -1.4407
H -0.3867 -2.9295 1.7204
H -0.9737 -3.8908 0.4368
H -2.0773 -2.6919 1.2279
H 0.1519 -0.5686 1.4916
H 0.8669 1.2285 -0.1037
H 0.1255 1.1628 -2.4624
H -1.1915 -0.8166 -3.2559
H -1.5156 -2.7551 -1.7932
C 1.9834 2.5028 1.9033
C 0.8670 3.5597 1.5869
H 1.4135 1.6904 2.3531
H 2.5433 2.2185 1.0198
H 2.7071 2.8724 2.6256
H -0.0467 2.9761 1.4282
H 0.5872 4.1542 2.4552
H 1.2109 4.2423 0.8181
*
```


<iii>
Entry from the Open Molecules 2025 dataset: a cluster of 2 separate species, C9H14 in total (wB97M-V/def2-TZVPD).

## Properties
SMILES   Cc1ccccc1.CC

The geometry in ORCA input format:
```
! RIJCOSX wB97M-V def2-TZVPD def2/J DEFGRID3
* xyz 0 1
C -1.9371 -0.2680 -1.0408
C -0.8487 -1.2799 -0.5827
C -0.2049 -2.1363 -1.5138
C 0.8947 -2.9106 -1.1908
C 1.2118 -2.9731 0.1988
C 0.4378 -2.3123 1.1146
C -0.5853 -1.4002 0.7633
H -2.8805 -0.8313 -1.0043
H -1.6924 0.2268 -1.9637
H -1.8433 0.6942 -0.2952
H -0.4624 -2.0261 -2.6814
H 1.3738 -3.5532 -2.0238
H 1.9973 -3.7313 0.6012
H 0.6511 -2.5525 2.2049
H -1.0460 -0.5621 1.4168
C 1.2258 2.9938 0.3478
C 0.0144 3.3572 1.2737
H 1.0947 1.9726 0.0617
H 1.3112 3.7719 -0.6398
H 2.1532 3.3607 0.6957
H 0.4126 3.7592 2.3283
H -0.5927 3.9972 0.5892
H -0.6850 2.4032 1.3405
*
```


<iv>
Entry from the Open Molecules 2025 dataset: a cluster of 2 separate species, C9H14 in total (wB97M-V/def2-TZVPD).

## Properties
SMILES   Cc1ccccc1.CC

The geometry in ORCA input format:
```
! RIJCOSX wB97M-V def2-TZVPD def2/J DEFGRID3
* xyz 0 1
C -2.5200 1.7312 0.9192
C -0.9906 1.5441 0.6358
C -0.1009 1.0942 1.5826
C 1.2625 0.9727 1.2140
C 1.7083 1.1725 -0.0705
C 0.7661 1.6180 -1.0257
C -0.5343 1.7931 -0.6834
H -2.7991 2.6920 0.8782
H -2.6699 1.4980 2.0484
H -3.0952 1.0658 0.2789
H -0.5343 0.8831 2.5265
H 2.0235 0.6782 1.9606
H 2.7204 0.7623 -0.3956
H 1.1837 1.9000 -1.9461
H -1.2503 2.1279 -1.4611
C -0.0556 -2.5714 -1.1868
C 1.2535 -2.7536 -0.4184
H -0.5420 -1.5663 -0.8822
H 0.0971 -2.6656 -2.3109
H -0.6338 -3.3752 -1.0497
H 1.8005 -3.6108 -0.9625
H 1.0662 -3.1818 0.5809
H 1.8444 -1.8083 -0.2323
*
```


The structure with the greatest stability is <ii>.


<i>
Entry from the Open Molecules 2025 dataset: a cluster of 2 separate species, CH3NO2 in total (wB97M-V/def2-TZVPD).

## Properties
SMILES   N=C=O.O

The geometry in ORCA input format:
```
! RIJCOSX wB97M-V def2-TZVPD def2/J DEFGRID3
* xyz 0 1
N -0.8661 0.5484 1.6820
C -1.3635 -0.2778 1.1037
O -1.8436 -0.9914 0.4520
H -0.5816 1.1266 2.3768
O 1.0129 -0.2453 -1.8677
H 1.6745 0.3973 -2.1052
H 1.9674 -0.5579 -1.6416
*
```


<ii>
Entry from the Open Molecules 2025 dataset: the molecule CH3NO2 (wB97M-V/def2-TZVPD).

## Properties
SMILES   O=CNO

The geometry in ORCA input format:
```
! RIJCOSX wB97M-V def2-TZVPD def2/J DEFGRID3
* xyz 0 1
O -1.5339 1.2576 -0.4605
C -0.4647 0.7660 -0.4713
N -0.1454 -0.2758 0.4594
O 0.9248 -0.9835 -0.0103
H 0.5143 1.0656 -0.9992
H -0.8840 -0.8341 0.8477
H 1.5890 -0.9958 0.6341
*
```


The structure with the greatest stability is <ii>.


<i>
Entry from the Open Molecules 2025 dataset: the molecule CH3NOS2 (wB97M-V/def2-TZVPD).

The geometry in ORCA input format:
```
! RIJCOSX wB97M-V def2-TZVPD def2/J DEFGRID3
* xyz 0 1
C -0.4191 0.3124 0.2359
N 0.9384 -0.2039 0.6050
O 2.4607 1.6088 1.5878
S -0.8548 1.4721 1.5931
S 1.4522 0.7040 1.9824
H -0.3914 0.8118 -0.8310
H -1.0645 -0.6742 0.1803
H 1.5990 -0.1350 -0.2607
*
```


<ii>
Entry from the Open Molecules 2025 dataset: the molecule CH3NOS2 (wB97M-V/def2-TZVPD).

The geometry in ORCA input format:
```
! RIJCOSX wB97M-V def2-TZVPD def2/J DEFGRID3
* xyz 0 1
C 1.4844 -0.1828 0.1297
N -1.0523 -0.0601 -0.2409
O -3.0022 1.0148 0.6064
S 0.2102 -0.7942 -1.0094
S -2.6110 0.0893 -0.4663
H 2.3901 -0.7844 -0.0717
H 1.0879 -0.1573 1.2196
H 1.4930 0.8746 -0.1674
*
```


The structure with the greatest stability is <ii>.


<i>
Entry from the Open Molecules 2025 dataset: a cluster of 2 separate species, CH3NOS2 in total (wB97M-V/def2-TZVPD).

## Properties
SMILES   N=C=S.OS

The geometry in ORCA input format:
```
! RIJCOSX wB97M-V def2-TZVPD def2/J DEFGRID3
* xyz 0 1
N 0.0630 1.3831 -0.3049
C 0.6820 1.5596 0.6932
S 1.6441 1.2067 1.8450
H -0.7534 1.7982 -0.8042
O -1.0435 -1.6134 -0.9554
S 0.2190 -2.1912 -0.0910
H -1.6599 -1.1007 -0.4560
H 0.8486 -1.0423 0.0734
*
```


<ii>
Entry from the Open Molecules 2025 dataset: the molecule CH3NOS2 (wB97M-V/def2-TZVPD).

The geometry in ORCA input format:
```
! RIJCOSX wB97M-V def2-TZVPD def2/J DEFGRID3
* xyz 0 1
C -0.0028 -0.2904 0.0822
N -2.5849 -0.0361 0.0917
O -4.9240 1.0638 0.3328
S -1.5558 -1.2443 -0.1785
S -4.3552 -0.2102 -0.0568
H -0.6040 0.6939 0.2494
H 0.6842 -0.4290 -0.7473
H 0.3392 -0.3438 1.1474
*
```


The structure with the greatest stability is <i>.


<i>
Entry from the Open Molecules 2025 dataset: the molecule C2H3NO2S (wB97M-V/def2-TZVPD).

## Properties
SMILES   CC(=S)[N+](=O)[O-]

The geometry in ORCA input format:
```
! RIJCOSX wB97M-V def2-TZVPD def2/J DEFGRID3
* xyz 0 1
C -1.1079 0.4258 -0.0128
C 0.3214 0.2292 0.0116
S 1.7953 1.9124 -0.2569
N 0.9876 -0.9688 0.0947
O 0.2554 -1.9621 0.0827
O 2.2041 -1.0018 0.1646
H -1.3655 1.4758 0.0996
H -1.5175 0.0611 -0.9633
H -1.5731 -0.1714 0.7799
*
```


<ii>
Entry from the Open Molecules 2025 dataset: the molecule C2H3NO2S (wB97M-V/def2-TZVPD).

## Properties
SMILES   CC(=S)[N+](=O)[O-]

The geometry in ORCA input format:
```
! RIJCOSX wB97M-V def2-TZVPD def2/J DEFGRID3
* xyz 0 1
C -0.0304 0.0066 -0.1452
C -0.0062 0.8109 -1.5292
S -0.8645 0.5115 -2.8568
N 1.1396 1.7773 -1.6210
O 1.9017 1.8712 -0.6783
O 1.1045 2.4405 -2.6252
H 0.5743 -0.7785 -0.4557
H 0.3368 0.4817 0.7810
H -1.0844 -0.1130 0.1861
*
```


<iii>
Entry from the Open Molecules 2025 dataset: a structure of composition C2H3NO2S (wB97M-V/def2-TZVPD).

The geometry in ORCA input format:
```
! RIJCOSX wB97M-V def2-TZVPD def2/J DEFGRID3
* xyz 0 1
C 0.6192 0.3786 0.7754
C -0.1170 0.1982 -0.8321
N -1.5124 -0.5117 -1.8253
O 0.9843 1.4112 1.2022
O -2.5776 -0.4069 -1.3682
S 0.6658 -1.1828 1.7890
H -0.0068 1.2254 -1.2539
H 0.5592 -0.4599 -1.3895
H 1.3852 -0.6522 2.9024
*
```


<iv>
Entry from the Open Molecules 2025 dataset: a cluster of 2 separate species, C2H3NO2S in total (wB97M-V/def2-TZVPD).

The geometry in ORCA input format:
```
! RIJCOSX wB97M-V def2-TZVPD def2/J DEFGRID3
* xyz 0 1
C 1.3672 -0.3661 0.3006
C 1.2469 0.8285 -0.2903
N -2.2197 -0.4478 0.0666
O -2.7201 -0.5020 1.1355
O -2.3330 -1.0030 -0.9664
S 0.0858 2.0974 -0.0512
H 1.9927 -1.0247 -0.1539
H 0.9283 -0.7789 1.1796
H 1.6519 1.1966 -1.2204
*
```


The structure with the greatest stability is <ii>.


<i>
Entry from the Open Molecules 2025 dataset: a cluster of 2 separate species, C2HNOS in total (wB97M-V/def2-TZVPD).

The geometry in ORCA input format:
```
! RIJCOSX wB97M-V def2-TZVPD def2/J DEFGRID3
* xyz 0 1
C -2.9809 1.5142 0.5331
C 0.5637 1.4796 -0.1871
N 0.2908 1.9642 -1.2706
O 0.9242 1.1236 0.8338
S -2.6040 0.2284 -0.1673
H 0.4007 1.5919 -2.1120
*
```


<ii>
Entry from the Open Molecules 2025 dataset: a cluster of 2 separate species, C2HNOS in total (wB97M-V/def2-TZVPD).

## Properties
SMILES   O=C=S.C#N

The geometry in ORCA input format:
```
! RIJCOSX wB97M-V def2-TZVPD def2/J DEFGRID3
* xyz 0 1
O 1.3207 -0.2119 2.1627
C 1.9821 0.1785 1.2774
S 2.5286 0.7513 -0.0206
C -1.9104 -0.2548 -1.1858
N -2.9669 0.1088 -0.8078
H -0.9541 -0.5719 -1.4260
*
```


<iii>
Entry from the Open Molecules 2025 dataset: a cluster of 2 separate species, C2HNOS in total (wB97M-V/def2-TZVPD).

The geometry in ORCA input format:
```
! RIJCOSX wB97M-V def2-TZVPD def2/J DEFGRID3
* xyz 0 1
C -2.0892 0.1349 0.5861
C -1.3217 -0.5783 1.6682
N -0.7634 -0.0741 0.5938
O -3.0245 0.6704 0.1405
S -1.1923 -1.5353 2.9837
H 0.7761 -0.1202 0.1568
*
```


The structure with the greatest stability is <ii>.